C12H23CoN2O2P2Se as an isolated structure at a distorted geometry. Source: OMol25; level of theory: ωB97M-V/def2-TZVPD.

## Properties
HOMO energy (alpha / beta) in Ha: -0.530 / -0.581
Maximum force in eV/Å: 4.995
ΔE to the lowest compared entry with this formula, charge and spin in kcal/mol: 75.57
Spin multiplicity: 5
Total charge: +2
Orbital gap (alpha / beta) in eV: 7.8 / 6.3

```
43
Properties=species:S:1:pos:R:3:forces:R:3
Co -0.3783 -0.3879 1.0081 -0.259 -2.190 -0.029
P 1.8555 -0.5391 1.0914 -0.393 -1.372 -1.348
C 2.2076 -1.3213 -0.5512 -0.328 2.181 -0.795
C 1.0127 -1.4959 -1.3097 -1.101 -0.485 -0.652
N -0.2347 -1.1282 -0.7583 0.511 -1.371 -0.306
C -1.4222 -1.4193 -1.3207 0.453 -0.278 -0.988
C -1.4482 -2.2000 -2.4803 0.443 -0.207 -0.361
C -0.2290 -2.5634 -3.1028 -0.985 0.167 -0.150
C 0.9810 -2.1264 -2.5971 0.527 -0.067 0.810
C -2.7148 -0.8120 -0.7511 0.620 -1.281 -0.306
P -2.1915 0.6376 0.2044 -1.045 0.541 -0.958
H 1.9323 -2.3442 -3.1008 -0.530 0.024 0.220
H -2.4226 -2.4864 -2.8902 0.533 0.014 0.014
H -0.2706 -3.1694 -4.0156 0.116 0.354 0.358
H -3.4053 -0.6115 -1.5827 0.204 0.149 0.261
H -3.2389 -1.5354 -0.0999 0.329 0.191 -0.138
H 2.8043 1.3273 -2.8073 0.208 0.352 -0.115
H 3.1973 -1.3125 -1.0790 -1.025 -0.330 0.741
H 0.2300 3.3429 -0.2157 0.137 0.091 -0.422
O 2.7318 2.2553 -2.5457 1.268 0.267 0.355
H 3.6630 2.6166 -2.5347 -1.513 -0.658 -0.165
H 0.2625 0.7361 0.7157 1.782 3.098 -0.928
O 0.2856 3.6490 0.6907 2.151 -1.582 1.344
H 1.1357 3.1838 1.0433 -2.263 1.470 -0.993
C -2.3850 1.9473 -1.0216 0.444 0.108 0.216
H -3.3507 1.8189 -1.5249 0.216 0.253 0.163
H -2.3064 2.8893 -0.4771 -0.188 0.157 -0.251
H -1.5679 1.8942 -1.7414 -0.084 0.035 -0.120
C -3.5229 0.9028 1.3604 -0.175 0.251 0.797
H -3.2409 1.7052 2.0482 -0.124 0.075 -0.135
H -4.4545 1.1697 0.8532 0.134 -0.054 0.044
H -3.6759 0.0167 1.9788 -0.064 -0.050 -0.106
C 2.0304 -2.1513 1.9320 0.053 0.024 0.414
H 3.0951 -2.3873 1.7669 -0.336 -0.216 0.416
H 1.7601 -2.1481 3.0002 0.227 -0.069 -0.392
H 1.4313 -2.8905 1.3656 0.244 0.365 0.437
C 3.0365 0.6255 1.7877 0.308 0.045 -0.291
H 2.7024 0.9280 2.7969 0.173 -0.234 -0.440
H 4.0007 0.0982 1.8359 -0.144 0.392 0.171
H 3.1233 1.5181 1.1451 0.009 -0.383 0.248
Se -0.1716 0.7537 5.4912 0.073 0.417 1.182
C -0.3534 0.6464 3.7686 -0.324 -0.995 -2.725
N -0.4940 0.3674 2.6239 -0.283 0.801 4.923
```
Positions in Å, forces in eV/Å.